ORCA calculation (ωB97M-V with the def2-TZVPD basis set) on a structure of composition C16H24BN9PtS2 in a non-equilibrium geometry.

```
53
Properties=species:S:1:pos:R:3
Pt 0.503 0.210 -0.160
S -1.595 0.956 0.001
S 3.328 1.246 -1.246
N 0.246 -2.295 -1.457
N 0.065 -1.834 -0.087
N 1.057 2.014 -0.415
N 1.031 7.232 -0.099
N -2.420 4.790 -1.220
N -2.395 1.600 2.514
N -0.916 3.031 1.798
N 1.381 2.286 -2.879
N 1.731 3.758 -1.157
C 1.016 -3.550 -1.585
C -1.587 1.912 1.477
C 1.077 1.089 -3.612
C -2.227 2.527 3.515
C 0.424 -4.696 -0.760
C -3.292 0.457 2.589
C -1.299 3.400 3.071
C -0.651 5.365 0.622
C 0.285 6.416 0.208
C 1.921 2.292 -1.548
C 1.342 4.486 -2.338
C 0.963 -3.887 -3.070
C 0.842 3.265 -0.176
C 1.172 3.594 -3.312
C 2.458 -3.262 -1.166
C -1.648 5.089 -0.423
B 0.135 3.972 1.053
H 2.568 -3.166 -0.081
H -0.670 -2.376 -1.883
H 0.512 -4.523 0.316
H -2.791 -0.422 2.194
H 1.579 -4.762 -3.275
H 0.951 -5.627 -0.975
H -1.189 5.736 1.497
H 0.766 -2.310 0.473
H -0.632 -4.847 -1.002
H 0.988 4.230 1.865
H 0.541 0.375 -2.978
H 1.337 -3.050 -3.661
H 2.812 -2.338 -1.626
H -0.059 -4.110 -3.387
H -3.553 0.298 3.631
H 0.435 1.346 -4.455
H 1.978 0.591 -3.982
H -4.194 0.636 2.006
H 3.108 -4.081 -1.476
H -2.779 2.483 4.438
H -0.858 4.253 3.556
H 1.258 5.558 -2.355
H 0.947 3.789 -4.350
H -0.842 -2.111 0.277
```

As for the strongest force on any atom: 0.030 Eh/bohr. For the HOMO energy (alpha / beta), the calculation gives -0.247 / -0.247 hartree. The calculation puts the LUMO energy (alpha / beta) at -0.6721 / -0.6714 eV. Its net charge is 0.